No. 1
Computed, not measured: a structure of composition C50H47CoIN6O6P in a non-equilibrium geometry, with ωB97M-V/def2-TZVPD.

**E_LUMO (alpha / beta)**: 1.8 / 1.8 eV
**Frontier orbital gap (alpha / beta)**: 5.87 / 6.35 eV
**Strongest force on any atom**: 2.0 eV/A
**E_HOMO (alpha / beta)**: -4.119 / -4.600 eV
**Relative energy (zero: lowest compared OMol25 entry of this formula, charge and spin)**: 0.00 kcal/mol
**Expectation value of S²**: 3.761

Geometry as ORCA input:
```
! RIJCOSX wB97M-V def2-TZVPD def2/J DEFGRID3
* xyz -1 4
Co 0.729 -1.034 0.174
C 6.141 -1.824 0.010
N 4.820 -1.698 0.582
C 4.501 -1.454 1.894
C 3.145 -1.318 1.938
N 2.636 -1.444 0.682
C 3.655 -1.670 -0.128
P 3.548 -2.294 -1.881
C 1.956 -3.096 -1.611
N 0.859 -2.495 -1.165
C -0.171 -3.354 -1.390
C 0.289 -4.478 -2.006
N 1.636 -4.308 -2.167
C 2.582 -5.245 -2.726
C 3.116 -0.667 -2.586
N 2.275 0.216 -2.076
C 2.190 1.215 -2.994
C 2.962 0.936 -4.084
N 3.534 -0.278 -3.834
C 4.508 -0.985 -4.634
H 6.451 -0.892 -0.467
H 6.134 -2.607 -0.749
H 6.858 -2.082 0.785
H 5.250 -1.423 2.666
H 2.485 -1.160 2.774
H -1.170 -3.106 -1.077
H -0.217 -5.370 -2.332
H 2.089 -6.196 -2.914
H 3.408 -5.408 -2.035
H 2.997 -4.867 -3.663
H 1.591 2.095 -2.830
H 3.143 1.482 -4.994
H 4.556 -0.553 -5.631
H 4.238 -2.038 -4.710
H 5.499 -0.930 -4.178
C -1.689 5.029 0.823
C -0.862 4.123 -0.074
C -0.341 4.900 -1.290
O -1.653 3.037 -0.473
C -0.765 1.939 -0.655
C 0.301 2.150 0.471
O 0.243 3.578 0.633
C 0.301 1.412 1.834
O 0.424 0.066 1.609
C 1.546 1.800 2.657
C 1.713 1.105 3.858
C 2.869 1.255 4.604
C 3.885 2.097 4.160
C 3.719 2.799 2.979
C 2.551 2.660 2.234
C -0.939 1.703 2.682
C -1.972 0.778 2.702
C -3.109 1.005 3.465
C -3.221 2.162 4.221
C -2.174 3.074 4.236
C -1.035 2.843 3.478
C -1.508 0.602 -1.086
O -0.951 -0.557 -0.606
C -3.045 0.502 -0.839
C -3.848 1.339 -0.074
C -5.221 1.121 0.020
C -5.820 0.071 -0.650
C -5.027 -0.788 -1.398
C -3.662 -0.579 -1.477
C -1.405 0.667 -2.643
C -0.767 -0.333 -3.358
C -0.659 -0.257 -4.742
C -1.191 0.822 -5.430
C -1.850 1.820 -4.720
C -1.956 1.743 -3.341
H -2.485 5.502 0.246
H -1.043 5.791 1.259
H -2.127 4.436 1.619
H -1.184 5.226 -1.899
H 0.312 4.268 -1.894
H 0.231 5.765 -0.954
H -0.176 2.180 -1.547
H 1.272 1.888 0.037
H 0.944 0.408 4.173
H 2.989 0.701 5.528
H 4.800 2.200 4.732
H 4.506 3.459 2.630
H 2.428 3.236 1.326
H -1.858 -0.124 2.114
H -3.908 0.273 3.462
H -4.114 2.351 4.806
H -2.243 3.970 4.844
H -0.216 3.552 3.498
H -3.419 2.171 0.451
H -5.822 1.785 0.630
H -6.890 -0.089 -0.587
H -5.474 -1.622 -1.929
H -3.050 -1.267 -2.049
H -0.343 -1.165 -2.817
H -0.157 -1.054 -5.281
H -1.095 0.891 -6.507
H -2.289 2.658 -5.249
H -2.456 2.528 -2.785
I -6.391 -4.813 2.217
C -4.442 -4.006 2.420
C -3.951 -3.175 1.429
C -2.657 -2.686 1.547
C -1.868 -3.023 2.642
C -2.403 -3.822 3.643
C -3.693 -4.326 3.537
C -0.402 -2.575 2.694
O 0.073 -2.296 3.799
O 0.191 -2.618 1.575
H -4.557 -2.906 0.576
H -2.244 -2.024 0.791
H -1.796 -4.053 4.510
H -4.101 -4.955 4.317
*
```

No. 2
Computed, not measured: a structure of composition C50H48BiCl2Ge2N6S4, with ωB97M-V/def2-TZVPD.

**E_LUMO (alpha / beta)**: -5.1 / -5.4 eV
**Frontier orbital gap (alpha / beta)**: 6.30 / 6.88 eV
**Strongest force on any atom**: 0.6 eV/A
**E_HOMO (alpha / beta)**: -11.356 / -12.267 eV
**Relative energy (zero: lowest compared OMol25 entry of this formula, charge and spin)**: 37.55 kcal/mol
**Expectation value of S²**: 0.766

Geometry as ORCA input:
```
! RIJCOSX wB97M-V def2-TZVPD def2/J DEFGRID3
* xyz 2 2
Bi 0.137 -0.026 0.851
C -4.039 -3.456 2.751
S -4.501 -1.826 2.144
C -2.976 -1.040 1.909
S -1.509 -1.773 2.355
N -3.027 0.185 1.368
N -1.841 0.950 1.518
C -1.757 1.535 2.739
C -0.502 1.848 3.287
C -0.343 2.623 4.459
C 0.912 2.904 4.920
C 2.038 2.433 4.215
C 1.835 1.672 3.096
N 0.603 1.360 2.649
H -4.986 -3.975 2.892
H -3.428 -3.976 2.017
H -3.518 -3.368 3.700
H -2.662 1.726 3.303
H -1.227 2.992 4.962
H 1.043 3.496 5.816
H 3.041 2.664 4.541
H 2.666 1.294 2.512
Cl 0.972 1.405 -3.440
C 1.217 -0.225 -4.057
Cl 1.057 -1.471 -2.775
H 2.228 -0.305 -4.436
H 0.467 -0.446 -4.808
S -0.926 7.344 0.073
C -2.437 7.705 0.772
C -3.057 6.591 1.248
C -2.285 5.420 1.037
C -1.096 5.665 0.404
C -0.050 4.698 0.050
C -0.303 3.321 0.182
N 0.589 2.375 -0.032
C 1.840 2.733 -0.421
C 2.165 4.073 -0.667
C 3.469 4.417 -1.168
C 4.393 3.468 -1.400
C 4.110 2.088 -1.113
C 5.055 1.075 -1.323
C 4.766 -0.238 -1.014
C 3.495 -0.481 -0.463
N 2.581 0.445 -0.270
C 2.857 1.724 -0.600
C 5.700 -1.351 -1.217
C 5.438 -2.692 -1.124
C 6.568 -3.502 -1.401
C 7.669 -2.760 -1.700
S 7.345 -1.088 -1.648
C 1.197 5.053 -0.412
H -2.788 8.725 0.796
H -4.022 6.607 1.733
H -2.596 4.436 1.367
H -1.285 2.980 0.475
H 3.685 5.460 -1.363
H 5.368 3.725 -1.795
H 6.022 1.340 -1.738
H 3.228 -1.485 -0.153
H 4.465 -3.096 -0.874
H 6.564 -4.582 -1.387
H 8.660 -3.106 -1.948
H 1.453 6.095 -0.566
C -3.600 2.304 -0.780
Ge -4.499 1.157 0.504
C -5.365 2.075 1.971
C -5.665 -0.057 -0.457
Ge -1.449 -0.883 -1.767
C -2.015 -1.018 -3.641
C -2.452 0.137 -4.295
C -2.802 0.106 -5.640
C -2.705 -1.084 -6.347
C -2.279 -2.243 -5.707
C -1.945 -2.215 -4.362
C -1.693 -2.795 -1.249
C -0.744 -3.820 -1.263
C -1.075 -5.115 -0.881
C -2.372 -5.417 -0.489
C -3.332 -4.414 -0.481
C -2.989 -3.120 -0.847
H -3.615 3.347 -0.463
H -4.149 2.229 -1.721
H -2.573 1.991 -0.957
H -6.147 2.727 1.577
H -4.661 2.686 2.534
H -5.828 1.350 2.640
H -6.389 0.574 -0.979
H -6.207 -0.741 0.188
H -5.115 -0.618 -1.213
H -2.511 1.076 -3.754
H -3.144 1.007 -6.133
H -2.964 -1.110 -7.397
H -2.217 -3.174 -6.257
H -1.634 -3.129 -3.871
H 0.271 -3.635 -1.596
H -0.324 -5.894 -0.907
H -2.635 -6.427 -0.206
H -4.354 -4.644 -0.203
H -3.762 -2.357 -0.825
C 4.576 -4.968 2.801
C 3.582 -3.876 2.537
C 3.577 -2.699 3.278
C 2.636 -1.722 3.011
N 1.713 -1.846 2.051
C 1.694 -2.990 1.356
C 2.597 -4.013 1.561
H 5.470 -4.584 3.288
H 4.862 -5.472 1.879
H 4.134 -5.719 3.460
H 4.305 -2.541 4.063
H 2.615 -0.806 3.588
H 0.907 -3.088 0.612
H 2.531 -4.917 0.967
*
```

No. 3
Computed, not measured: a structure of composition C50H48N2O4OsSTe2 in a non-equilibrium geometry, with ωB97M-V/def2-TZVPD.

**E_LUMO (alpha / beta)**: -2.4 / -4.7 eV
**Frontier orbital gap (alpha / beta)**: 6.56 / 5.58 eV
**Strongest force on any atom**: 1.3 eV/A
**E_HOMO (alpha / beta)**: -8.994 / -10.239 eV
**Relative energy (zero: lowest compared OMol25 entry of this formula, charge and spin)**: 38.31 kcal/mol
**Expectation value of S²**: 8.785

Geometry as ORCA input:
```
! RIJCOSX wB97M-V def2-TZVPD def2/J DEFGRID3
* xyz 1 6
Os 0.273 -0.359 0.772
O -1.904 1.953 2.181
C -2.638 2.278 1.055
C -1.852 2.258 -0.238
C -2.341 3.089 -1.243
C -1.702 3.166 -2.463
C -0.578 2.385 -2.657
C -0.149 1.579 -1.624
N -0.751 1.486 -0.428
H -1.302 2.681 2.396
H -3.098 3.266 1.158
H -3.447 1.543 0.995
H -3.219 3.688 -1.046
H -2.064 3.830 -3.236
H -0.034 2.410 -3.591
H 0.738 0.976 -1.750
O 0.984 -2.729 -2.830
C 1.133 -2.316 -1.651
O 0.575 -1.230 -1.252
C 1.985 -3.169 -0.784
C 2.981 -3.914 -1.420
C 3.803 -4.760 -0.704
C 3.629 -4.884 0.668
C 2.633 -4.173 1.309
C 1.807 -3.305 0.596
S 0.519 -2.532 1.501
H 3.092 -3.814 -2.491
H 4.576 -5.322 -1.210
H 4.275 -5.533 1.245
H 2.488 -4.264 2.377
Te -0.105 -0.879 -4.132
C -0.908 -0.952 -6.104
C -0.052 -1.136 -7.186
C -0.551 -1.080 -8.477
C -1.898 -0.823 -8.691
C -2.754 -0.655 -7.611
C -2.267 -0.736 -6.317
C -1.841 -1.695 -3.249
C -2.041 -3.066 -3.322
C -3.183 -3.613 -2.757
C -4.102 -2.798 -2.109
C -3.882 -1.431 -2.019
C -2.750 -0.873 -2.596
H 0.999 -1.335 -7.014
H 0.113 -1.239 -9.316
H -2.284 -0.755 -9.699
H -3.806 -0.463 -7.775
H -2.939 -0.622 -5.475
H -1.301 -3.700 -3.792
H -3.355 -4.679 -2.820
H -4.986 -3.235 -1.666
H -4.591 -0.799 -1.500
H -2.576 0.196 -2.541
C 6.658 -3.301 4.009
C 5.533 -2.323 3.811
C 4.683 -1.981 4.851
C 3.657 -1.052 4.699
C 2.815 -0.678 5.889
C 3.462 -0.483 3.436
Te 2.113 1.350 3.342
N 0.500 0.249 2.606
C -0.307 -0.158 3.642
O -0.106 0.211 4.794
C -1.440 -1.100 3.372
C -1.802 -1.956 4.409
C -2.812 -2.886 4.232
C -3.491 -2.956 3.024
C -3.156 -2.090 1.995
C -2.140 -1.166 2.170
C 1.123 3.153 2.277
C 1.327 3.473 0.935
C 2.378 2.779 0.112
C 0.586 4.502 0.362
C -0.316 5.250 1.108
C -1.077 6.385 0.480
C -0.443 4.968 2.464
C 0.268 3.933 3.070
C 0.147 3.709 4.558
C 4.306 -0.811 2.370
C 4.164 -0.169 1.020
C 5.324 -1.734 2.572
H 6.894 -3.415 5.065
H 7.552 -2.967 3.482
H 6.390 -4.285 3.618
H 4.828 -2.431 5.828
H 2.977 -1.371 6.714
H 1.756 -0.668 5.642
H 3.075 0.327 6.233
H -1.267 -1.873 5.345
H -3.073 -3.560 5.038
H -4.291 -3.670 2.884
H -3.690 -2.128 1.054
H -1.940 -0.457 1.365
H 3.355 2.910 0.576
H 2.417 3.189 -0.897
H 2.175 1.705 0.049
H 0.730 4.735 -0.689
H -1.181 6.243 -0.595
H -0.538 7.320 0.647
H -2.067 6.496 0.922
H -1.096 5.578 3.079
H -0.543 4.426 5.000
H 1.128 3.848 5.017
H -0.187 2.698 4.800
H 3.142 -0.296 0.644
H 4.845 -0.612 0.293
H 4.364 0.900 1.090
H 5.975 -1.976 1.740
*
```